[1]
A cluster of 7 separate species, C39H70O26S6 in total in a non-equilibrium geometry. Source: the OMol25 dataset; level of theory: ωB97M-V/def2-TZVPD.

M: 1147.4 g mol⁻¹
DFT total energy: -159817.65653 eV
HOMO-LUMO gap: 8.68 eV
SMILES: CCCCCCCCCCCCCCCCCCCCC1=C(C)C(=O)C=CC1=O.O=S1(=O)OCCO1.O=S1(=O)OCCO1.O=S1(=O)OCCO1.O=S1(=O)OCCO1.O=S1(=O)OCCO1.O=S1(=O)OCCO1
HOMO: -10.2 eV

Structure (XYZ):
```
141
Properties=species:S:1:pos:R:3:forces:R:3:lowdin_charge:R:1
O 1.395 6.154 -9.087 -0.02 0.20 0.05 -0.21
H 2.790 -1.630 4.178 -0.18 -0.13 0.22 0.10
C 0.860 -2.134 -0.843 -0.27 0.07 0.54 -0.21
H -2.406 -0.916 3.526 0.06 -0.24 -0.28 0.10
O -0.672 6.443 2.883 -0.37 0.35 0.15 -0.18
S 5.249 -3.389 7.428 -0.15 0.36 0.42 0.61
C -1.096 -0.506 -5.388 0.11 -0.06 0.56 -0.17
C 4.183 -2.325 9.403 0.33 0.02 0.42 -0.17
H -5.799 -0.183 -8.627 0.00 0.22 -0.11 0.12
S -2.125 6.264 3.538 0.26 0.20 -0.92 0.61
C 4.938 0.773 -5.219 -1.72 0.00 -0.24 -0.35
O 2.957 5.444 -7.333 -0.25 -0.13 -0.32 -0.18
H 1.895 -2.316 6.175 0.39 -0.36 0.05 0.10
H -2.700 6.020 6.850 0.24 0.09 0.10 0.13
O -3.754 -1.343 -7.444 -0.24 0.15 -0.08 -0.22
C 0.235 -3.480 5.529 1.28 0.29 -0.16 -0.19
O 2.053 -1.362 -3.938 -1.04 -0.95 0.69 0.12
H -0.916 -5.307 2.616 -0.27 -0.06 -0.09 0.10
C 2.410 1.144 -2.328 -0.31 -1.44 1.05 -0.10
H 3.217 -2.041 9.811 -0.10 -0.17 -0.18 0.14
C 2.888 -3.474 3.103 -1.01 -0.38 -0.30 -0.18
H 0.117 -5.557 5.995 0.15 0.10 -0.19 0.11
O 6.117 0.757 -5.331 2.10 0.27 -0.23 0.15
C -1.526 -5.198 4.676 0.10 -1.02 -0.79 -0.21
H -0.992 -2.910 2.679 -0.05 -0.29 -0.08 0.08
C 0.889 -0.631 -1.173 0.61 -0.74 -0.27 -0.21
H -0.192 -2.454 -0.886 0.23 -0.13 -0.09 0.10
H 4.913 3.331 -4.168 0.08 -0.09 0.18 0.09
S 1.419 5.652 -7.764 0.21 -0.33 -0.01 0.61
H -2.180 1.411 0.797 -0.29 0.03 -0.23 0.06
C 1.759 -3.112 5.432 -1.22 0.65 -0.63 -0.19
H 0.915 -4.078 2.551 -0.01 -0.35 -0.22 0.06
O -4.378 -0.841 -5.096 -0.23 -0.08 -0.12 -0.20
O -6.623 0.602 -10.370 0.37 0.00 -0.36 -0.19
C 4.814 -1.222 8.580 -0.44 0.27 -0.11 -0.16
O 0.331 3.059 7.648 0.12 -0.13 0.19 -0.22
H -0.283 -2.722 4.932 -0.17 -0.31 0.02 0.08
H -4.045 -3.167 2.277 0.30 -0.16 0.31 0.11
H -2.533 6.795 0.206 -0.17 -0.13 0.14 0.14
H -2.265 -4.682 5.302 0.22 0.12 -0.10 0.11
C -3.133 1.641 1.285 -0.30 0.05 0.96 -0.10
H 1.374 1.442 -2.535 0.25 0.07 -0.29 0.12
H 2.677 0.230 -0.339 0.04 0.09 -0.25 0.11
H -2.231 -2.974 3.897 0.14 -0.02 -0.14 0.09
O 1.001 4.096 -7.793 0.15 0.27 0.42 -0.18
O -7.850 -0.181 -12.355 0.02 0.05 -0.24 -0.22
H -2.970 1.292 3.448 -0.13 0.17 -0.27 0.10
H 2.878 1.952 -1.768 0.12 0.12 -0.54 0.10
H -7.065 -1.159 -9.406 0.04 -0.02 0.01 0.14
C 1.922 -4.300 2.182 0.26 0.41 0.35 -0.21
C -3.020 -3.002 1.922 0.36 0.23 -0.93 -0.20
H 3.062 -3.895 0.424 -0.25 0.12 -0.31 0.11
C -0.065 -4.928 5.111 -0.97 -0.05 0.66 -0.20
C 3.164 0.723 -3.563 -0.71 0.47 0.39 -0.11
H 0.376 -0.114 -0.351 -0.09 0.16 -0.37 0.11
S -0.564 3.870 8.393 -0.54 0.27 -0.27 0.60
O -2.303 4.894 3.866 -0.24 0.03 0.11 -0.23
O 6.256 -4.288 7.857 0.10 -0.05 -0.21 -0.21
O -2.264 0.006 -6.038 -0.12 -0.37 -0.28 -0.18
C -2.137 7.068 1.181 0.17 0.49 -0.14 -0.16
O 4.693 -3.437 6.126 0.18 -0.22 -0.08 -0.22
H -3.324 4.705 8.803 -0.03 0.00 -0.03 0.13
O 5.750 -1.890 7.726 -0.02 -0.41 0.21 -0.18
H -2.092 8.156 1.264 0.02 -0.02 -0.02 0.14
H 2.094 -5.376 2.311 0.01 0.15 -0.18 0.11
H -3.103 2.692 1.599 -0.03 -0.13 -0.20 0.05
H -0.761 5.398 1.117 -0.01 0.03 -0.04 0.13
H -1.378 -0.222 2.259 -0.12 -0.01 0.28 0.10
H 0.593 -5.318 4.328 0.05 0.32 0.07 0.09
H -4.198 -0.697 -10.384 -0.01 -0.02 0.05 0.13
O -0.922 5.179 7.536 -0.07 -0.23 0.48 -0.18
O 0.724 6.279 -6.701 -0.14 0.06 -0.06 -0.21
H 1.412 -2.735 -1.577 -0.03 0.33 -0.05 0.10
C -6.198 -0.517 -9.580 -0.30 -0.41 0.17 -0.17
C 4.049 0.187 -6.297 0.74 0.91 0.35 0.01
H 2.286 -0.878 -6.566 -0.06 -0.26 0.42 0.12
H -3.836 3.659 7.457 0.16 -0.23 0.01 0.14
H -5.026 -2.254 -10.152 -0.09 -0.03 -0.21 0.13
H 4.842 -2.642 10.215 -0.02 0.06 0.01 0.13
C -1.936 -3.407 2.932 -1.04 0.04 0.21 -0.23
H 5.324 -0.484 9.195 0.20 -0.09 -0.11 0.14
H 2.121 -1.675 0.857 0.02 -0.29 0.08 0.11
H -4.001 1.519 0.633 0.41 -0.04 -0.27 0.07
O -2.329 7.306 4.476 0.02 -0.21 0.31 -0.21
H 5.985 2.367 -3.183 -0.19 -0.14 -0.02 0.10
C 2.322 -0.077 -1.331 -0.20 0.27 0.30 -0.18
H 4.074 -0.721 7.952 -0.01 0.00 0.04 0.13
H -0.774 -2.216 -6.673 0.04 0.01 0.03 0.14
C -0.789 6.436 1.455 -0.06 -0.45 -0.34 -0.16
H 3.448 -4.161 3.744 0.29 0.22 -0.29 0.10
H -1.178 -0.299 -4.318 0.04 -0.01 -0.01 0.13
O -2.018 3.185 8.353 0.35 0.04 -0.33 -0.19
H -2.144 -1.531 0.623 -0.40 0.12 -0.12 0.09
H -4.333 0.469 2.725 0.14 0.03 -0.16 0.10
O -2.507 -2.354 -5.579 -0.23 0.49 0.17 -0.18
H 4.439 2.959 -2.518 0.01 -0.25 -0.05 0.07
O -2.990 6.574 2.222 0.27 -0.34 0.20 -0.18
C 1.395 -2.450 0.575 0.01 -0.15 -0.67 -0.20
S -6.557 0.211 -11.927 0.15 -0.25 0.49 0.61
H 4.211 3.796 -7.184 0.02 0.22 -0.10 0.14
H 0.031 6.987 1.003 0.06 0.07 0.26 0.14
C 2.677 -0.443 -4.373 0.43 0.88 -1.21 -0.32
H -1.732 -6.272 4.811 0.15 0.21 0.18 0.10
O -5.657 -1.113 -11.772 -0.42 0.15 0.09 -0.19
C -5.160 -1.212 -10.432 0.43 0.19 0.26 -0.17
H 2.518 3.168 -8.816 0.05 -0.04 0.04 0.14
C -1.790 -4.929 3.162 0.59 0.69 0.93 -0.18
H -3.866 -1.187 1.060 0.24 -0.14 -0.28 0.10
H -0.536 -2.561 -4.944 -0.21 -0.06 0.09 0.13
H 3.016 -0.862 -1.653 -0.24 0.04 0.00 0.11
C 4.927 2.543 -3.398 0.16 0.33 -0.39 -0.01
C -2.986 4.150 7.924 -0.19 0.46 0.34 -0.16
H -2.901 -3.640 1.031 -0.19 0.04 0.19 0.11
C 1.998 -3.863 0.698 0.03 -0.16 1.24 -0.19
H 0.367 -0.490 -2.128 -0.15 0.14 0.31 0.08
C 3.183 4.081 -6.969 -0.05 -0.21 0.45 -0.18
C 2.133 -2.501 4.047 0.71 -0.22 -0.11 -0.19
H -2.661 -5.509 2.837 -0.02 0.34 -0.03 0.11
C -2.893 -1.533 1.426 0.49 -0.25 0.89 -0.19
C 2.971 -0.411 -5.862 -0.96 -0.17 0.29 0.00
C 2.182 3.290 -7.783 0.28 -0.14 -0.47 -0.17
C 4.258 1.338 -3.989 0.76 0.15 -0.54 -0.14
C -1.123 -1.994 -5.661 0.44 -0.10 -0.41 -0.16
H -0.050 -3.286 6.571 -0.28 -0.38 -0.19 0.11
H -2.131 4.578 5.987 -0.03 -0.03 0.04 0.10
C -2.233 5.044 6.962 -0.24 -0.26 -0.26 -0.17
S -3.406 -1.124 -6.084 0.62 -0.10 0.23 0.61
H 1.465 -4.610 0.096 -0.03 0.34 -0.11 0.11
C -2.406 -0.520 2.505 -0.71 0.39 -0.36 -0.22
H 2.994 3.975 -5.897 0.00 -0.05 -0.01 0.13
H 0.576 -2.384 1.302 0.04 0.17 -0.18 0.08
H 1.225 -2.126 3.554 0.16 -0.02 0.06 0.09
H 1.973 2.313 -7.353 -0.22 0.10 0.06 0.12
H -0.201 -0.030 -5.781 -0.17 0.12 -0.16 0.12
H 3.555 -2.938 2.416 0.18 -0.01 0.45 0.10
O -5.805 1.202 -12.606 -0.15 0.13 -0.10 -0.22
H 4.298 0.266 -7.350 0.35 -0.12 0.19 0.13
O 4.042 -3.419 8.491 0.05 0.24 -0.42 -0.19
O -0.286 4.271 9.724 0.26 -0.04 0.01 -0.22
C -3.288 0.752 2.545 0.77 -0.14 0.24 -0.26
H 2.386 -3.978 5.648 -0.01 0.21 0.20 0.09
```
Positions in Å, forces in eV/Å.

=====

[2]
A cluster of 2 separate species, C7H21N3 in total. Source: the OMol25 dataset; level of theory: ωB97M-V/def2-TZVPD.

M: 147.3 g mol⁻¹
DFT total energy: -12066.30567 eV
HOMO-LUMO gap: 7.29 eV
HOMO: -6.6 eV
Energy relative to the best compared isomer or geometry (same formula, charge and spin): 3.592 eV

Structure (XYZ):
```
31
Properties=species:S:1:pos:R:3:forces:R:3:lowdin_charge:R:1
H 1.967 1.545 1.914 0.00 -0.01 -0.02 0.09
H -0.650 -0.473 -1.639 0.02 0.02 0.03 0.05
C 3.351 -0.989 0.216 -0.12 0.08 0.00 -0.09
H 3.506 -2.037 0.477 -0.01 0.03 -0.01 0.07
H -3.873 0.962 -0.286 0.01 -0.03 -0.02 0.07
H -2.253 -0.938 -2.198 -0.01 0.02 0.00 0.08
H 4.000 -0.391 0.857 -0.02 -0.01 -0.01 0.06
H -2.691 -2.419 0.651 0.00 -0.02 0.13 0.01
N 1.497 0.746 0.035 0.14 0.00 -0.07 -0.34
H -1.350 -0.494 1.520 -0.59 -0.65 -0.12 0.14
H -4.275 -0.742 -0.560 0.01 0.02 -0.01 0.08
H -1.886 0.772 -1.920 0.00 -0.04 0.00 0.07
H -1.831 1.418 1.053 -0.01 -0.16 0.10 0.11
C -2.198 -0.431 -0.114 0.30 0.43 0.31 -0.64
H 1.259 -1.287 -0.223 0.00 0.00 -0.01 0.10
H -3.984 -0.169 1.081 0.04 -0.02 0.00 0.08
N -1.396 0.517 0.846 0.04 0.20 -0.63 0.07
H 3.214 1.857 0.686 -0.04 -0.03 -0.01 0.08
H 1.037 1.687 -1.662 0.04 -0.02 0.02 0.08
H -1.003 -2.244 0.121 0.01 0.00 -0.09 0.00
C -3.670 -0.063 0.041 0.18 -0.05 0.02 -0.07
C -1.713 -0.245 -1.550 -0.09 0.01 0.13 -0.06
H -0.431 0.679 0.507 -0.17 -0.03 -0.08 0.07
N 1.678 0.961 -1.364 0.07 -0.05 0.18 0.04
C 1.875 -0.631 0.391 0.06 0.14 -0.05 -0.26
H 3.667 -0.858 -0.821 -0.01 0.00 0.01 0.07
H 1.564 -0.787 1.427 0.02 0.01 0.00 0.11
H 2.628 1.273 -1.572 -0.07 0.01 0.07 0.08
C -1.848 -1.731 0.588 0.20 0.29 0.26 -0.14
C 2.132 1.773 0.859 -0.01 -0.12 -0.14 -0.09
H 1.677 2.740 0.637 0.01 -0.03 0.01 0.08
```
Positions in Å, forces in eV/Å.

=====

[3]
The molecule C20H22N4O3. Source: the OMol25 dataset; level of theory: ωB97M-V/def2-TZVPD.

M: 366.4 g mol⁻¹
DFT total energy: -33199.41322 eV
HOMO-LUMO gap: 8.13 eV
SMILES: CN(C)CCCN1C(=O)C(=O)/C(=C(/O)c2ccncc2)[C@@H]1c1cccnc1
HOMO: -8.7 eV
Energy relative to the best compared isomer or geometry (same formula, charge and spin): 3.393 eV

Structure (XYZ):
```
49
Properties=species:S:1:pos:R:3:forces:R:3:lowdin_charge:R:1
H -3.767 0.828 -2.804 -0.08 -0.08 -0.08 0.10
N 1.276 -1.052 -0.075 -0.13 0.09 0.17 -0.01
C 2.897 0.243 -1.456 -0.25 0.05 -0.13 -0.14
C 0.449 -1.939 1.902 -0.39 -0.13 0.68 -0.24
H 3.230 1.620 -4.670 0.04 0.02 -0.01 0.09
O -1.409 1.270 2.204 0.01 -0.08 0.01 0.11
C -2.932 0.598 -2.156 -0.13 -0.23 -0.11 -0.15
C -1.446 -0.934 -1.105 -0.02 0.23 0.01 0.00
H 0.195 1.748 -4.762 -0.06 0.05 -0.05 0.08
C -3.173 -0.960 5.388 -0.21 0.15 -0.19 -0.14
H 3.234 0.539 -0.461 0.10 -0.02 0.01 0.12
C -0.089 -0.592 1.743 -0.24 0.61 0.10 -0.03
C -1.313 1.420 -0.798 0.25 -0.29 0.15 -0.13
H 3.781 -0.060 -2.017 0.06 0.00 0.04 0.10
H -0.870 2.302 -0.352 0.15 0.03 0.09 0.12
H -4.221 -0.987 5.653 -0.10 0.02 -0.06 0.11
H -3.490 -0.132 3.431 -0.08 0.00 -0.04 0.12
C -0.811 0.155 -0.519 -0.08 0.07 -0.25 -0.15
O 1.983 -3.165 0.427 -0.12 -0.07 0.20 0.10
N -2.344 1.638 -1.592 -0.22 0.51 -0.13 0.07
C -1.401 -0.477 3.861 -0.23 0.04 0.38 -0.15
C -1.044 -1.404 6.027 0.37 0.08 -0.15 -0.12
H -0.397 -1.780 6.808 0.14 -0.01 0.01 0.11
O 0.247 -2.737 2.789 0.29 -0.01 -0.46 0.13
N -2.336 -1.411 6.304 -0.23 -0.19 0.42 0.07
H 0.544 -0.954 4.651 0.10 -0.04 -0.02 0.12
C 1.943 -0.954 -1.351 0.33 -0.13 -0.19 -0.12
H 3.004 2.233 -2.292 -0.11 0.03 0.02 0.12
H -2.016 1.615 2.873 0.14 -0.09 0.01 0.13
C -0.518 -0.948 4.828 -0.25 0.14 -0.07 0.00
H 3.189 -0.075 -4.128 0.11 -0.05 -0.07 0.08
C 2.573 0.766 -4.437 -0.08 -0.05 0.09 -0.10
C -2.764 -0.473 4.156 0.23 -0.05 -0.04 0.00
N 1.609 1.074 -3.401 0.03 0.16 0.00 -0.29
H 2.491 -1.893 -1.457 -0.12 0.11 -0.03 0.13
H 1.462 1.853 -1.502 0.01 0.06 0.01 0.10
H -0.088 2.245 -3.093 -0.03 0.06 -0.03 0.06
C -0.937 0.059 2.569 0.43 -0.37 -0.23 -0.19
C 0.365 -0.041 0.410 -0.31 0.36 0.18 -0.18
C 0.679 2.091 -3.849 -0.02 -0.04 0.04 -0.10
H 2.040 0.483 -5.343 0.04 -0.03 -0.06 0.08
C 1.335 -2.173 0.680 0.50 -0.48 -0.25 -0.37
H 1.170 3.055 -4.057 0.02 0.05 -0.03 0.09
H -3.035 -1.533 -2.420 -0.06 -0.05 -0.06 0.10
H -1.097 -1.939 -0.907 0.05 -0.11 -0.02 0.13
H 0.880 0.919 0.546 -0.03 -0.07 -0.04 0.16
C 2.243 1.445 -2.146 0.09 -0.13 0.01 -0.22
H 1.206 -0.875 -2.158 0.05 -0.10 0.09 0.12
C -2.524 -0.711 -1.944 0.06 -0.01 0.08 -0.04
```
Positions in Å, forces in eV/Å.

=====

[4]
A structure of composition C30H38F2IrNO2Si in a non-equilibrium geometry. Source: the OMol25 dataset; level of theory: ωB97M-V/def2-TZVPD.

M: 702.9 g mol⁻¹
DFT total energy: -53464.32117 eV
HOMO-LUMO gap: 6.86 eV
HOMO: -7.6 eV
Energy relative to the best compared isomer or geometry (same formula, charge and spin): 0.639 eV

Structure (XYZ):
```
75
Properties=species:S:1:pos:R:3:forces:R:3:lowdin_charge:R:1
C 1.950 -2.872 -0.338 -0.18 0.57 0.21 -0.19
H 0.863 -0.484 -2.551 0.01 -0.01 -0.05 0.06
Ir -0.182 -0.221 0.646 0.66 3.32 2.24 1.12
H 0.332 -4.233 -2.739 -0.03 -0.05 -0.02 0.08
C -0.826 -3.702 0.683 0.20 0.36 -0.35 -0.65
F -2.755 0.011 5.342 0.07 0.08 0.08 0.07
O 1.348 1.475 0.322 0.39 -0.07 -0.54 -0.11
H -0.920 -4.281 2.767 0.01 -0.02 0.01 0.09
H -2.615 -2.480 0.839 -0.03 -0.06 -0.02 0.05
O -0.332 1.291 -1.058 -0.24 -0.94 0.17 -0.13
H 0.383 -1.325 -4.031 0.01 0.02 -0.01 0.09
C -1.755 0.056 3.187 0.13 0.11 -0.01 -0.14
H -2.709 -3.722 -0.424 -0.02 0.00 0.02 0.07
H -0.673 2.035 -3.475 -0.03 -0.02 0.01 0.08
H 3.389 0.184 4.434 0.00 -0.02 -0.02 0.11
H -1.990 -1.370 -3.429 -0.02 0.00 -0.01 0.09
C 2.087 5.368 -2.861 0.04 0.01 0.06 -0.26
C 1.847 -0.195 3.002 0.24 -0.01 0.00 -0.10
H -0.752 -3.515 -3.935 0.01 0.00 -0.02 0.09
C -0.402 -2.236 -2.234 -0.03 0.26 0.44 -0.64
C 0.691 -1.471 -2.990 0.03 -0.02 0.08 -0.11
H 2.428 3.651 1.176 0.03 -0.05 0.02 0.09
C 2.281 3.874 -0.957 -0.10 -0.18 0.05 -0.18
H 3.912 4.210 0.386 -0.03 0.02 -0.02 0.07
C -1.946 0.020 1.793 0.70 -2.09 -1.44 -0.18
C 1.136 3.163 -1.385 -0.11 0.22 -0.14 -0.04
C -0.565 -3.621 -2.861 0.00 0.06 0.07 -0.10
C -0.852 3.019 -3.041 0.00 -0.05 0.00 -0.04
C 0.700 1.931 -0.669 0.04 -0.23 0.27 -0.56
C -2.340 -3.505 0.582 0.07 -0.02 -0.03 -0.10
C -0.450 -5.117 0.236 -0.02 0.05 0.05 -0.10
C -0.369 0.084 3.665 -0.11 -0.08 0.20 -0.20
H 3.615 5.483 -1.373 0.01 -0.01 -0.01 0.11
H 3.401 2.512 0.278 0.07 0.00 0.05 0.08
H 3.424 7.024 -3.165 -0.01 0.03 -0.01 0.07
H 2.263 -3.153 0.670 -0.01 -0.02 -0.01 0.02
Si 0.114 -2.346 -0.363 -0.99 -0.34 0.70 0.62
C 0.926 4.709 -3.231 -0.03 0.02 -0.03 -0.02
H 1.870 7.184 -4.004 0.00 0.00 0.00 0.08
H -3.407 -0.003 0.205 0.03 -0.06 0.01 0.11
H -1.277 3.669 -3.806 0.04 -0.03 -0.01 0.08
N 0.546 -0.219 2.729 -0.66 -0.89 -1.63 -0.02
H 0.382 5.047 -4.106 0.02 -0.01 0.00 0.12
C 1.402 0.486 5.230 0.01 -0.02 -0.08 -0.04
C 3.056 3.542 0.292 0.02 0.00 -0.02 -0.05
C -4.313 0.111 2.128 0.28 0.10 0.04 -0.27
C 2.729 4.953 -1.705 0.01 0.01 -0.04 -0.01
C 2.647 6.481 -3.700 -0.02 -0.05 0.00 -0.05
C 0.049 0.443 4.946 0.13 0.00 0.05 0.02
H 1.737 0.775 6.218 -0.02 0.00 0.01 0.11
H -2.854 -4.178 1.278 -0.02 -0.02 -0.01 0.09
H -2.537 -1.967 -1.855 -0.02 0.04 -0.02 0.07
C 0.426 3.624 -2.523 0.10 -0.05 0.12 -0.18
H -5.017 0.139 4.167 0.00 -0.02 -0.02 0.13
C -1.719 -1.459 -2.371 0.04 -0.05 0.07 -0.11
H 3.090 6.066 -4.609 0.01 0.05 -0.02 0.09
H -1.583 2.878 -2.250 -0.04 0.01 0.02 0.08
F -5.551 0.159 1.617 -0.09 -0.04 -0.01 0.08
H 0.662 -3.651 2.288 -0.01 0.00 0.05 0.07
H -1.621 -0.452 -1.959 -0.06 -0.03 -0.07 0.04
H -0.700 -2.541 2.519 -0.01 -0.08 0.03 0.04
C -2.883 0.067 4.001 -0.09 0.12 -0.18 -0.21
H 2.508 -0.472 2.191 -0.02 0.08 -0.03 0.12
H 1.636 -2.018 -2.998 0.00 0.02 0.00 0.07
H 2.117 -3.727 -0.996 -0.09 0.00 -0.05 0.03
H 2.601 -2.060 -0.672 0.03 -0.03 -0.03 0.02
C -4.166 0.111 3.501 -0.09 -0.03 0.13 0.07
C 2.326 0.162 4.245 -0.07 -0.03 0.03 -0.04
H -0.671 0.693 5.708 -0.06 0.01 -0.06 0.11
C -0.416 -3.529 2.151 0.00 0.05 -0.08 -0.11
H 0.627 -5.283 0.309 -0.01 -0.06 -0.01 0.07
H -0.946 -5.850 0.883 0.02 -0.03 0.00 0.08
C -3.231 0.036 1.273 -0.12 0.31 -0.18 -0.05
H -0.761 -5.317 -0.789 0.04 -0.06 0.03 0.06
H -1.415 -4.153 -2.431 0.03 -0.04 -0.04 0.07
```
Positions in Å, forces in eV/Å.